C12H40N2O9 | wB97M-V/def2-TZVPD

- DFT total energy (eV) = -34487.6478
- energy relative to the best compared isomer or geometry (same formula, charge and spin) (kJ/mol) = 65.83
- gap between HOMO and LUMO (spin up / spin down) (eV) = 8.5 / 2.5
- total charge = +1
- 2S+1 = 2
- <S²> = 0.756
- F_max (eV Å⁻¹) = 4.44

```
63
C12H40N2O9 (wB97M-V/def2-TZVPD)
C 22.00 -4.19 21.25
C 23.22 -3.86 20.38
C 23.52 -2.33 20.04
O 22.57 -1.87 19.01
C 22.60 -0.50 18.82
N 24.33 -4.40 21.15
H 21.07 -4.19 20.68
H 21.82 -3.39 21.96
H 22.14 -5.07 21.88
H 23.22 -4.53 19.52
H 24.55 -2.25 19.71
H 23.33 -1.73 20.93
H 21.56 -0.19 18.70
H 23.19 -0.20 17.95
H 23.03 0.08 19.64
H 25.02 -3.74 20.82
H 24.15 -4.18 22.12
C 30.25 -8.82 15.85
C 28.99 -8.91 16.78
C 28.38 -7.43 16.96
O 27.47 -7.40 18.08
C 27.93 -7.38 19.35
N 27.94 -9.74 16.22
H 31.02 -8.29 16.41
H 30.04 -8.28 14.93
H 30.68 -9.80 15.66
H 29.38 -9.25 17.74
H 27.75 -7.15 16.12
H 29.11 -6.62 17.02
H 28.62 -6.54 19.35
H 28.30 -8.30 19.80
H 27.14 -7.10 20.05
H 27.79 -9.37 15.29
H 27.11 -9.55 16.77
O 24.82 -7.60 14.50
H 25.57 -7.10 14.81
H 25.19 -8.23 13.89
O 26.80 -5.41 14.50
H 26.06 -4.87 14.79
H 27.36 -4.80 14.02
O 25.63 -4.79 17.81
H 25.80 -5.00 16.89
H 26.26 -5.33 18.30
C 23.99 -1.25 14.91
C 24.71 -2.44 15.60
O 24.73 -3.61 14.90
O 22.61 -1.21 15.13
H 24.14 -1.39 13.84
H 24.47 -0.28 15.03
H 24.42 -2.41 16.65
H 25.76 -2.13 15.61
H 23.82 -3.90 14.84
H 22.42 -1.91 15.76
C 29.21 -3.38 20.90
C 27.83 -3.02 20.36
O 27.32 -1.68 20.62
O 30.16 -2.37 20.51
H 29.55 -4.38 20.65
H 29.11 -3.30 21.98
H 27.06 -3.76 20.58
H 27.81 -3.14 19.28
H 28.01 -1.18 20.19
H 31.04 -2.57 20.84
```

C7H12F3NO3S | wB97M-V/def2-TZVPD

- DFT total energy (eV) = -34067.1479
- energy relative to the best compared isomer or geometry (same formula, charge and spin) (kJ/mol) = 0.00
- gap between HOMO and LUMO (spin up / spin down) (eV) = 4.8 / 7.0
- 2S+1 = 3
- <S²> = 2.006
- F_max (eV Å⁻¹) = 5.18

```
27
C7H12F3NO3S (wB97M-V/def2-TZVPD)
C 1.18 -0.73 0.77
C -0.58 0.93 1.60
C -2.42 -0.20 -0.56
C 0.95 0.47 -2.28
C -0.11 0.05 0.42
C -1.24 -1.01 -0.13
C -1.75 -1.78 1.14
N 1.89 -0.10 1.75
O 1.52 -1.80 0.33
O -0.69 -1.91 -1.01
O 3.00 -0.60 2.34
F -2.46 -2.92 0.93
F -0.72 -2.15 1.91
F -2.45 -0.95 1.92
S 0.52 1.34 -0.78
H -1.61 1.31 1.45
H 0.17 1.78 1.71
H -0.70 0.40 2.47
H -3.22 -0.90 -0.86
H -2.30 0.24 -1.56
H -2.60 0.51 0.16
H 0.81 1.22 -3.15
H 0.28 -0.37 -2.53
H 1.94 0.03 -2.17
H 1.81 0.83 1.93
H 0.31 -2.15 -0.66
H 2.77 -1.17 3.13
```

C4H11BN2 | wB97M-V/def2-TZVPD

- DFT total energy (eV) = -7982.2686
- energy relative to the best compared isomer or geometry (same formula, charge and spin) (kJ/mol) = 316.86
- gap between HOMO and LUMO (eV) = 8.3
- F_max (eV Å⁻¹) = 3.78

```
18
C4H11BN2 (wB97M-V/def2-TZVPD)
B 1.36 0.10 0.03
C -0.35 1.69 0.24
C -1.39 0.79 -0.40
C -1.46 -0.51 0.31
C -0.41 -1.60 0.04
N 0.93 -1.18 -0.24
N 2.68 0.68 -0.13
H -0.65 1.98 1.30
H 0.20 2.36 -0.45
H -2.42 1.33 -0.32
H -1.24 0.80 -1.46
H -1.65 -0.38 1.37
H -2.38 -1.06 0.05
H -0.46 -2.19 0.94
H -0.74 -2.31 -0.79
H 1.48 -2.01 -0.55
H 3.07 1.39 0.57
H 3.44 0.14 -0.53
```